Entry 1:
29
Properties=species:S:1:pos:R:3:forces:R:3:mulliken_spin:R:1 method="wB97M-V/def2-TZVPD" orbital_gap_ev="8.583 / 6.221" total_charge=+2 s2=6.044 e_homo_ev="-15.7 / -16.2" spin_multiplicity=5
Rh -0.121 0.568 -0.350 0.015 -0.034 -0.096 2.424
C 1.563 -0.426 3.715 0.010 -0.005 -0.009 0.001
C 1.251 -0.065 2.303 0.063 -0.026 0.005 0.003
N 0.094 0.168 1.813 -0.072 0.055 -0.007 0.064
N -1.072 0.012 2.512 0.004 -0.027 -0.025 0.027
C -2.174 -0.326 1.810 0.021 0.026 0.006 -0.002
N -3.299 -0.530 2.466 -0.002 -0.011 -0.016 0.025
S -2.145 -0.538 0.098 0.000 0.014 0.005 0.283
C 2.345 -0.019 1.287 -0.050 -0.007 0.002 0.003
C 3.674 -0.109 1.636 0.042 -0.004 0.024 0.003
C 4.640 -0.146 0.632 0.013 0.001 0.019 0.011
C 4.241 -0.103 -0.688 -0.014 0.001 -0.007 0.004
C 2.884 -0.009 -0.968 0.001 -0.015 0.022 0.019
N 1.960 0.038 -0.010 -0.021 0.040 -0.010 0.065
H 0.680 -0.558 4.335 -0.002 -0.005 -0.004 0.000
H 2.177 0.354 4.170 -0.006 0.007 -0.002 0.000
H 2.133 -1.355 3.744 0.000 0.000 -0.003 0.001
H -1.068 0.014 3.523 0.002 0.017 0.009 0.002
H -3.374 -0.464 3.471 0.002 0.004 0.002 -0.004
H -4.131 -0.781 1.954 -0.001 -0.002 0.003 0.002
H 3.969 -0.155 2.675 0.005 -0.003 -0.002 0.001
H 5.688 -0.216 0.889 -0.002 0.000 0.003 0.000
H 4.954 -0.143 -1.498 -0.001 0.000 0.000 0.000
H 2.529 0.022 -1.990 -0.008 0.002 -0.001 0.001
N -0.359 2.659 -0.696 0.094 0.171 0.118 0.281
C -0.430 3.800 -0.912 -0.520 -0.346 -0.128 -0.066
N -0.443 5.048 -1.096 0.781 0.397 0.117 0.372
C -0.945 6.093 -1.563 -0.417 -0.240 -0.036 -0.056
N -1.387 7.118 -1.967 0.063 -0.011 0.009 0.536


Entry 2:
35
Properties=species:S:1:pos:R:3:forces:R:3:nbo_charge:R:1 method="wB97M-V/def2-TZVPD" orbital_gap_ev=8.431 total_charge=-1 e_homo_ev=-5.2 relative_energy_kcal_mol=96.14
C 1.779 1.773 -1.975 -1.848 0.967 -0.163 -0.624
C 0.506 1.174 -1.297 -0.171 -0.178 0.730 -0.059
C 0.836 -0.198 -0.712 1.591 1.645 5.135 -0.544
C 1.676 -1.174 -1.502 -0.340 0.653 -1.908 -0.071
O 1.008 -2.354 -1.466 -1.243 -3.947 0.921 -0.731
N 0.016 2.156 -0.294 -0.015 -0.873 -0.277 -0.707
C -1.421 2.049 -0.062 0.247 3.912 -0.365 0.116
O -1.823 1.161 0.871 -0.343 -1.414 2.547 -0.781
H 2.581 1.088 -1.952 1.180 -0.459 0.266 0.195
H 1.540 1.936 -2.999 -0.094 -0.049 -1.244 0.201
H 2.028 2.812 -1.659 -0.083 -0.998 0.523 0.218
H -0.376 0.890 -1.933 0.972 1.118 -0.353 0.197
H 1.330 -0.033 0.380 0.258 0.074 -2.903 0.266
H -0.015 -0.624 -0.094 0.192 -0.141 -2.112 0.243
H 2.709 -1.389 -1.242 0.385 0.825 0.606 0.161
H 1.688 -1.051 -2.634 0.212 1.086 1.103 0.160
H 0.548 2.062 0.642 -1.299 0.128 -1.789 0.424
H -2.029 1.794 -0.932 0.621 0.252 -0.594 0.168
H -1.753 3.158 0.241 0.389 -2.004 -0.328 0.111
H 0.597 1.854 2.989 -0.167 -0.097 0.112 0.464
H 2.526 -0.216 2.562 1.975 0.953 0.782 0.447
H 0.961 0.314 2.119 1.157 -0.390 0.993 0.500
O 1.747 -0.590 2.244 -2.773 -0.321 -0.924 -1.120
H -0.903 -0.916 3.092 -0.103 2.141 1.157 0.476
H 0.596 -2.476 -0.589 0.274 0.009 -0.630 0.476
O -0.650 -1.665 2.626 -7.953 -2.620 -0.096 -0.951
H -1.122 1.144 1.604 -0.310 0.520 -0.217 0.521
H 0.193 -1.698 2.475 8.057 0.393 -0.960 0.487
O 0.239 1.386 2.231 0.476 -0.457 0.574 -1.142
H -2.093 -0.301 0.624 -1.097 -1.565 -1.763 0.491
H -1.613 -1.611 0.910 -0.155 -1.097 -0.055 0.481
O -2.253 -1.291 0.255 0.496 2.174 1.601 -1.043
H -0.510 -1.692 -2.285 2.004 0.085 1.162 0.478
H -1.968 -1.409 -1.569 1.146 -0.012 0.752 0.514
O -1.428 -1.707 -2.312 -3.638 -0.313 -2.281 -1.023


Entry 3:
44
Properties=species:S:1:pos:R:3:forces:R:3:mulliken_spin:R:1 method="wB97M-V/def2-TZVPD" orbital_gap_ev="6.909 / 5.480" total_charge=+3 s2=6.024 e_homo_ev="-19.7 / -19.6" relative_energy_kcal_mol=17.01 spin_multiplicity=5
I 0.013 -1.322 -4.891 0.041 -0.079 -0.471 1.466
I -0.042 1.375 -3.146 -0.102 0.241 -0.558 0.739
Os -0.017 0.332 -0.707 0.503 0.061 0.420 1.018
P -2.242 -0.243 -0.971 -4.379 -0.540 0.539 0.217
C -3.185 1.284 -0.588 0.554 0.484 -0.050 0.043
C -2.838 -0.786 -2.599 0.498 0.111 -0.278 0.016
H -3.903 -1.044 -2.516 0.297 0.063 0.066 0.005
H -4.127 -1.582 -0.161 0.395 0.179 -0.148 0.003
H -2.271 -1.668 -2.914 -0.278 -0.007 0.014 -0.006
H -2.564 -2.437 0.032 -0.228 0.064 0.069 0.001
H -2.891 2.079 -1.282 -0.185 -0.060 0.103 -0.003
H -2.700 0.001 -3.350 -0.146 -0.147 0.158 0.007
C -3.070 -1.469 0.126 0.697 -0.182 0.189 0.010
H -4.260 1.089 -0.687 0.193 -0.163 -0.034 0.018
H -3.034 -1.157 1.177 -0.008 0.009 -0.251 0.002
H -2.971 1.615 0.437 -0.109 -0.136 -0.204 0.002
P 2.233 -0.122 -0.937 4.355 -0.095 0.313 0.169
C 3.115 1.431 -0.523 -0.533 0.395 -0.067 0.044
C 3.057 -1.335 0.170 -0.702 -0.306 0.274 0.018
H 2.369 -1.535 -2.895 0.229 -0.023 0.049 -0.006
H 3.949 -0.807 -2.477 -0.234 0.013 0.100 0.004
H 2.689 0.159 -3.309 0.158 -0.112 0.160 0.008
C 2.871 -0.621 -2.562 -0.504 0.111 -0.332 0.027
H 2.644 -2.336 -0.001 0.135 0.089 0.039 0.001
H 4.137 -1.365 -0.036 -0.330 0.220 -0.183 0.005
H 4.199 1.275 -0.585 -0.175 -0.168 -0.028 0.018
H 2.855 1.752 0.494 0.133 -0.097 -0.168 0.002
H 2.912 -1.081 1.227 -0.001 0.055 -0.239 -0.003
H 2.821 2.220 -1.224 0.147 -0.068 0.096 -0.002
C -0.042 2.116 -0.146 -0.025 5.249 1.759 0.004
O -0.043 3.241 0.200 0.029 -5.053 -1.636 0.081
C -0.867 1.172 2.797 0.076 0.060 0.007 0.004
C 0.326 0.311 2.360 -0.226 0.515 -0.109 0.011
C 0.806 -0.514 3.554 0.158 -0.161 -0.157 0.021
C -0.042 -0.600 1.156 -0.614 0.126 0.473 -0.039
H -1.716 0.540 3.090 0.162 0.136 -0.002 0.001
H -1.204 1.877 2.032 -0.089 -0.119 -0.047 0.002
H -0.589 1.797 3.654 -0.080 -0.248 -0.117 0.001
H 1.147 0.987 2.062 -0.063 -0.144 0.088 0.002
H 0.008 -1.182 3.900 0.200 0.100 0.019 -0.001
H 1.681 -1.109 3.284 -0.055 -0.095 0.167 0.001
H 1.097 0.164 4.365 -0.119 -0.211 -0.136 0.004
H 0.697 -1.412 1.037 -0.196 -0.079 -0.082 0.046
H -1.008 -1.087 1.355 0.419 0.017 0.193 0.040


Entry 4:
17
Properties=species:S:1:pos:R:3:forces:R:3:nbo_charge:R:1 method="wB97M-V/def2-TZVPD" orbital_gap_ev=10.623 total_charge=0 e_homo_ev=-9.6 smiles="CCO[C@@H](C)C=O" relative_energy_kcal_mol=39.39
C -1.386 -1.861 -0.803 -0.011 -0.019 -0.020 -0.625
C -0.849 -1.153 0.429 -0.256 -0.117 0.029 -0.069
O 0.415 -0.569 0.126 0.071 0.011 -0.033 -0.536
C 0.562 0.784 0.510 0.057 0.151 0.126 -0.003
C 2.040 1.124 0.429 0.037 0.016 -0.022 -0.620
C -0.250 1.633 -0.460 -0.272 0.234 0.111 0.420
O -1.165 2.353 -0.141 0.423 -0.298 -0.155 -0.510
H -0.668 -2.609 -1.154 -0.107 0.115 0.051 0.214
H -2.330 -2.366 -0.574 0.141 0.074 -0.022 0.213
H -1.563 -1.145 -1.613 0.028 -0.108 0.127 0.209
H -1.560 -0.387 0.771 0.153 -0.101 -0.076 0.177
H -0.708 -1.868 1.252 -0.019 0.131 -0.102 0.176
H 0.177 0.962 1.524 0.014 -0.075 -0.114 0.182
H 2.233 2.143 0.780 -0.064 -0.160 -0.063 0.219
H 2.601 0.420 1.051 -0.069 0.118 -0.070 0.230
H 2.400 1.029 -0.601 -0.059 0.013 0.129 0.215
H 0.052 1.511 -1.525 -0.068 0.015 0.105 0.108


Entry 5:
102
Properties=species:S:1:pos:R:3:forces:R:3:lowdin_charge:R:1 method="wB97M-V/def2-TZVPD" orbital_gap_ev=5.717 total_charge=+2 e_homo_ev=-11.6
Tl -0.726 -1.612 0.601 0.311 0.280 -0.229 0.801
N -0.996 -3.855 1.910 0.121 0.034 0.830 -0.092
C -1.768 -4.965 1.284 0.031 -0.203 0.026 -0.236
C -3.277 -4.603 1.175 -0.173 -0.812 -0.543 -0.171
C -3.597 -3.657 0.017 0.625 -0.228 -0.608 -0.281
N -3.281 -2.252 0.276 -0.284 0.642 0.556 -0.099
H -0.078 -4.194 2.272 -0.985 0.360 -0.407 0.101
H -1.536 -3.508 2.722 0.587 -0.418 -0.382 0.083
H -1.634 -5.890 1.898 -0.207 0.592 -0.641 0.126
H -1.327 -5.113 0.262 -0.531 -0.102 0.881 0.118
H -3.707 -4.266 2.139 0.352 0.082 -0.310 0.121
H -3.862 -5.523 0.940 0.642 0.390 0.254 0.128
H -4.616 -3.747 -0.352 -0.314 -0.235 0.391 0.112
H -2.956 -3.938 -0.846 -0.282 -0.039 0.478 0.092
H -3.560 -1.930 1.211 -0.239 -0.396 -0.437 0.077
H -3.807 -1.687 -0.384 0.137 0.141 0.114 0.072
C -0.912 2.779 5.025 -0.255 -0.546 0.739 -0.076
C -0.821 1.308 4.532 0.557 0.299 -0.099 -0.351
C -1.444 1.159 3.112 -1.611 -0.622 1.422 -0.103
C 0.620 0.680 4.594 0.355 0.131 -0.037 -0.270
C 1.630 1.250 5.624 -0.452 0.812 -0.096 -0.084
O 2.900 1.250 4.918 -0.286 -0.885 -0.219 -0.019
C 2.644 0.842 3.611 -2.824 0.847 1.775 -0.291
N 1.377 0.682 3.332 2.196 -0.222 -0.216 0.134
C 3.841 0.724 2.786 1.613 0.403 -1.233 -0.101
C 5.030 1.496 3.130 -2.247 -0.475 0.630 0.013
C 6.168 1.539 2.354 -0.420 0.261 0.518 -0.062
C 6.187 0.705 1.270 0.011 -0.805 -1.081 -0.062
C 5.098 -0.101 0.905 0.306 1.186 0.949 -0.090
C 3.877 -0.073 1.600 1.459 0.309 -0.311 -0.284
P 2.542 -1.023 0.791 -2.022 -0.490 0.898 1.006
C 2.995 -2.798 0.777 1.236 -0.247 0.688 -0.384
C 4.211 -3.305 1.304 -0.750 -0.039 -1.281 -0.056
C 4.557 -4.633 0.979 0.246 0.934 1.320 -0.067
C 3.652 -5.467 0.358 0.420 -1.303 -0.304 -0.087
C 2.434 -5.003 -0.111 0.809 0.849 0.485 -0.076
C 2.129 -3.671 0.107 -0.882 0.460 -0.308 -0.163
C 2.532 -0.790 -1.019 0.416 0.877 -2.060 -0.358
C 3.457 -1.470 -1.872 -1.840 1.562 -0.789 -0.063
C 3.439 -1.162 -3.262 0.296 -0.055 1.005 -0.080
C 2.562 -0.254 -3.825 -0.813 0.508 0.237 -0.090
C 1.610 0.405 -3.020 0.441 -0.468 0.823 -0.090
C 1.587 0.135 -1.643 1.032 -0.792 0.902 -0.112
H -1.902 3.271 4.877 0.618 -0.616 -0.177 0.086
H -0.149 3.351 4.517 0.180 0.473 -0.071 0.075
H -0.737 2.820 6.127 0.043 0.074 -0.828 0.088
H -1.321 0.674 5.273 -0.647 0.213 -0.396 0.129
H -0.898 1.658 2.320 0.244 0.022 0.036 0.058
H -2.497 1.567 3.179 1.045 -0.246 -0.237 0.090
H -1.582 0.078 2.886 0.323 0.573 -0.105 0.017
H 0.475 -0.389 4.828 -0.088 0.208 -0.109 0.142
H 1.647 0.725 6.581 0.518 -0.543 -0.380 0.130
H 1.402 2.273 5.942 0.163 0.057 -0.521 0.108
H 4.975 2.096 4.038 -0.087 -0.150 -0.231 0.120
H 6.987 2.233 2.592 -0.405 -0.579 -0.080 0.129
H 7.070 0.680 0.660 0.243 -0.099 -0.288 0.109
H 5.205 -0.697 0.027 0.005 -0.359 -0.458 0.084
H 4.888 -2.626 1.831 -0.137 -0.430 -0.203 0.105
H 5.538 -4.981 1.302 -0.339 -0.169 -0.099 0.114
H 3.896 -6.534 0.230 0.025 0.678 -0.096 0.120
H 1.827 -5.633 -0.714 -0.684 -0.429 -0.144 0.101
H 1.169 -3.294 -0.299 0.682 -0.157 0.100 0.034
H 4.104 -2.223 -1.465 0.394 -0.088 0.029 0.101
H 4.194 -1.533 -3.928 0.253 -0.591 -0.018 0.104
H 2.610 -0.063 -4.902 0.013 0.036 0.451 0.114
H 0.941 1.173 -3.409 0.136 -0.262 -0.132 0.085
H 0.866 0.637 -0.962 0.551 -0.243 -0.550 0.059
Cl -3.853 0.783 -4.481 0.890 0.060 0.750 0.536
C -2.399 0.685 -3.429 -1.244 0.935 0.316 -0.684
H -1.527 1.038 -3.973 -0.007 -0.126 0.103 0.002
H -2.328 -0.326 -3.015 0.172 0.432 0.030 -0.004
Te -2.398 2.136 -1.571 0.448 -0.018 -0.798 1.700
C -4.142 3.318 -1.455 -1.307 0.475 0.051 -0.480
C -5.443 2.888 -1.765 0.862 -0.741 -0.465 -0.132
C -6.505 3.771 -1.760 -1.079 -0.422 0.183 -0.071
C -6.348 5.096 -1.360 0.011 0.140 0.664 -0.045
C -5.081 5.519 -0.926 0.248 0.220 -0.663 -0.043
C -3.987 4.629 -0.992 0.762 0.781 0.322 -0.144
C -1.277 3.746 -2.394 1.574 0.722 -0.352 -0.468
C -1.843 4.615 -3.333 -0.487 -0.852 0.015 -0.118
C -1.076 5.644 -3.910 -1.524 -0.928 -0.281 -0.053
C 0.255 5.796 -3.598 0.265 0.170 1.757 -0.045
C 0.832 5.017 -2.571 -0.993 -1.253 -0.310 -0.034
C 0.083 3.956 -2.007 -0.835 0.240 -0.220 -0.112
H -5.610 1.851 -2.054 -0.043 0.232 -0.031 0.093
H -7.510 3.360 -2.011 0.910 0.549 0.150 0.134
H -7.244 5.743 -1.277 0.868 -0.327 -0.263 0.131
H -4.894 6.591 -0.678 -0.224 -1.164 0.081 0.132
H -2.982 4.999 -0.680 -0.940 -0.246 -0.352 0.118
H -2.901 4.413 -3.600 0.803 0.639 -0.084 0.117
H -1.616 6.259 -4.634 0.545 0.043 0.188 0.125
H 0.783 6.662 -3.947 0.333 0.031 -0.463 0.115
H 1.859 5.141 -2.242 -0.174 0.186 -0.113 0.116
H 0.483 3.319 -1.223 0.303 0.161 -0.140 0.089
N 0.499 -3.220 -3.615 -0.023 -0.351 -0.809 0.177
C -0.716 -3.289 -2.995 1.004 0.751 1.321 -0.626
N -1.765 -3.537 -3.814 -0.419 0.268 -0.771 0.165
O -0.848 -3.094 -1.751 0.038 -0.349 -1.866 -0.154
H 0.600 -3.421 -4.642 -0.003 0.314 1.919 0.143
H 1.328 -3.072 -3.035 -0.473 -0.091 -0.466 0.099
H -1.631 -3.442 -4.829 -0.290 -0.170 0.950 0.125
H -2.677 -3.302 -3.444 0.196 -0.265 -0.174 0.108


Entry 6:
18
Properties=species:S:1:pos:R:3:forces:R:3:nbo_charge:R:1 method="wB97M-V/def2-TZVPD" orbital_gap_ev=11.290 total_charge=0 e_homo_ev=-10.2 smiles=CC(C)CCO relative_energy_kcal_mol=8.10
C -1.246 0.753 -0.979 -0.011 0.034 -0.061 -0.605
C -0.469 -0.249 -0.120 0.068 -0.071 -0.072 -0.211
C -1.421 -1.168 0.649 -0.030 -0.030 0.038 -0.601
C 0.578 0.466 0.758 0.033 -0.036 0.013 -0.426
C 1.920 0.567 0.030 -0.169 0.410 0.092 -0.057
O 2.548 -0.692 -0.131 -0.092 -0.222 -0.173 -0.715
H -0.585 1.519 -1.403 -0.077 -0.149 0.021 0.206
H -2.005 1.269 -0.377 0.150 -0.070 -0.053 0.204
H -1.759 0.255 -1.808 0.025 0.066 0.114 0.209
H 0.091 -0.906 -0.807 -0.157 0.116 0.076 0.166
H -2.184 -0.600 1.194 0.155 -0.017 -0.036 0.203
H -0.882 -1.790 1.373 -0.052 0.081 -0.130 0.210
H -1.942 -1.838 -0.045 0.012 0.121 0.121 0.208
H 0.236 1.479 1.017 0.001 -0.165 -0.037 0.205
H 0.738 -0.070 1.702 -0.017 0.031 -0.166 0.210
H 2.627 1.179 0.597 -0.116 -0.069 -0.052 0.183
H 1.772 1.053 -0.950 0.058 -0.058 0.162 0.152
H 1.982 -1.227 -0.702 0.221 0.030 0.141 0.460


Entry 7:
34
Properties=species:S:1:pos:R:3:forces:R:3:mulliken_spin:R:1 method="wB97M-V/def2-TZVPD" orbital_gap_ev="7.778 / 8.417" total_charge=-1 s2=0.787 e_homo_ev="-5.8 / -5.7" relative_energy_kcal_mol=39.02 spin_multiplicity=2
Co 0.167 -0.003 -0.020 0.163 -0.934 -0.455 0.184
O 2.640 -0.662 2.449 -0.075 0.086 -0.026 -0.001
Cl 1.571 0.218 2.140 0.193 -0.199 0.187 0.002
O 1.376 1.192 3.143 -0.035 0.028 -0.021 0.000
O 1.788 0.853 0.813 -0.138 -0.008 -0.186 -0.003
O 0.323 -0.556 1.892 -0.022 0.098 -0.034 -0.002
C 0.536 2.265 -6.349 0.013 0.003 -0.003 0.000
O -0.620 1.455 -6.251 -0.006 -0.013 0.041 0.000
C -0.890 0.903 -5.040 -0.043 -0.015 -0.044 0.000
C -2.071 0.131 -4.987 0.022 0.023 -0.004 -0.001
C -2.420 -0.447 -3.806 0.018 -0.011 0.040 0.000
C -1.644 -0.325 -2.626 0.003 0.020 -0.027 -0.001
C -2.074 -0.935 -1.405 0.004 0.040 -0.131 -0.006
C -3.412 -1.601 -1.247 0.034 -0.010 0.010 0.001
O -1.406 -0.949 -0.346 0.361 0.233 0.098 -0.003
C -0.451 0.459 -2.692 -0.175 -0.105 -0.156 -0.010
O 0.346 0.693 -1.711 0.078 -0.029 0.391 -0.010
C -0.102 1.060 -3.932 0.033 -0.010 0.105 0.007
H 0.569 2.621 -7.375 -0.001 -0.001 0.002 0.000
H 1.440 1.692 -6.131 -0.002 0.001 -0.001 0.000
H 0.479 3.117 -5.668 -0.001 0.001 -0.001 0.000
H -2.673 0.028 -5.879 -0.002 -0.006 0.006 0.000
H -3.330 -1.027 -3.778 -0.002 0.004 -0.001 0.000
H -3.928 -1.833 -2.170 0.027 -0.007 -0.003 0.000
H -4.020 -0.907 -0.662 0.000 0.015 -0.013 0.000
H -3.275 -2.507 -0.660 -0.003 0.011 0.015 -0.001
H 0.800 1.652 -3.934 0.005 -0.006 0.000 -0.001
O 1.251 -1.553 -0.466 -0.011 2.091 2.353 0.272
O 0.971 -2.129 -1.511 -0.652 -1.048 -2.056 0.569
F -0.933 1.629 0.590 0.356 -0.261 -0.070 0.002
B -2.292 2.173 0.454 -0.231 0.061 -0.042 -0.001
F -2.981 1.875 1.619 0.044 0.001 -0.041 0.000
F -2.172 3.536 0.244 0.021 -0.082 0.030 0.000
F -2.887 1.543 -0.650 0.024 0.030 0.039 0.000


| no. | DFT total energy (a.u.) |
| --- | --- |
| 1 | -1278.40616 |
| 2 | -785.08580 |
| 3 | -1878.15821 |
| 4 | -346.96266 |
| 5 | -3258.08330 |
| 6 | -272.93575 |
| 7 | -3292.75733 |